{"formula": "C41H70N4O14S8", "method": "wB97M-V/def2-TZVPD", "lumo_ev": -1.29, "e_homo_ev": -7.841, "e_tot_ha": -6061.39861, "smiles": "CCN(CC)C(=S)SCCCc1ccc(CON=O)c2nccnc12.O=S1(=O)CCCC1.O=S1(=O)CCCC1.O=S1(=O)CCCC1.O=S1(=O)CCCC1.O=S1(=O)CCCC1.O=S1(=O)CCCC1", "e_above_lowest_kj_mol": 1524.0, "species": ["C", "C", "N", "C", "C", "C", "S", "S", "C", "C", "C", "C", "C", "C", "C", "C", "O", "N", "O", "C", "N", "C", "C", "N", "C", "H", "H", "H", "H", "H", "H", "H", "H", "H", "H", "H", "H", "H", "H", "H", "H", "H", "H", "H", "H", "H", "H", "C", "C", "C", "S", "O", "O", "C", "H", "H", "H", "H", "H", "H", "H", "H", "C", "C", "C", "S", "O", "O", "C", "H", "H", "H", "H", "H", "H", "H", "H", "C", "C", "C", "S", "O", "O", "C", "H", "H", "H", "H", "H", "H", "H", "H", "C", "C", "C", "S", "O", "O", "C", "H", "H", "H", "H", "H", "H", "H", "H", "C", "C", "C", "S", "O", "O", "C", "H", "H", "H", "H", "H", "H", "H", "H", "C", "C", "C", "S", "O", "O", "C", "H", "H", "H", "H", "H", "H", "H", "H"], "xyz": [[4.607, 0.096, 0.962], [4.843, -1.118, -0.164], [3.781, -1.100, -1.239], [4.439, -1.635, -2.492], [5.078, -0.347, -3.343], [2.531, -1.858, -0.855], [1.177, -1.715, -1.926], [2.274, -2.911, 0.671], [0.988, -4.267, 0.376], [-0.338, -4.014, 1.361], [-1.774, -4.233, 0.536], [-2.272, -2.684, 0.153], [-2.740, -1.753, 1.424], [-3.196, -0.206, 1.130], [-3.156, 0.329, -0.432], [-3.580, 1.914, -0.667], [-2.465, 2.738, -0.094], [-1.340, 2.218, -0.674], [-0.464, 2.067, 0.177], [-2.713, -0.636, -1.711], [-2.752, -0.036, -3.088], [-2.284, -0.994, -4.146], [-1.842, -2.524, -3.810], [-1.832, -3.186, -2.460], [-2.260, -2.173, -1.436], [4.052, 0.981, 0.399], [5.691, 0.528, 1.214], [4.052, -0.273, 1.924], [5.042, -2.163, 0.325], [5.864, -0.817, -0.705], [5.338, -2.355, -2.248], [3.719, -2.181, -3.236], [4.453, 0.640, -3.199], [6.169, -0.094, -2.935], [5.200, -0.576, -4.486], [0.703, -4.420, -0.749], [1.470, -5.278, 0.782], [-0.213, -2.894, 1.743], [-0.298, -4.687, 2.331], [-2.613, -4.682, 1.225], [-1.616, -4.874, -0.435], [-2.743, -2.141, 2.553], [-3.543, 0.508, 2.007], [-3.628, 2.215, -1.809], [-4.605, 2.190, -0.167], [-2.240, -0.621, -5.257], [-1.488, -3.193, -4.733], [1.882, -4.168, 6.780], [0.360, -4.170, 6.646], [0.025, -4.624, 5.226], [1.373, -5.674, 4.706], [2.067, -5.026, 3.613], [0.906, -7.044, 4.625], [2.350, -5.488, 6.185], [2.197, -4.063, 7.822], [2.302, -3.330, 6.212], [-0.069, -4.875, 7.369], [-0.066, -3.184, 6.856], [-0.909, -5.189, 5.194], [-0.028, -3.776, 4.537], [3.412, -5.493, 5.934], [2.115, -6.325, 6.849], [1.001, 5.207, 0.511], [1.100, 6.624, 1.072], [2.493, 6.781, 1.678], [3.559, 5.667, 0.776], [4.018, 4.634, 1.681], [4.470, 6.439, -0.046], [2.288, 4.980, -0.267], [0.120, 5.082, -0.125], [0.928, 4.487, 1.335], [0.968, 7.348, 0.259], [0.321, 6.821, 1.815], [2.865, 7.804, 1.574], [2.507, 6.485, 2.731], [2.493, 3.925, -0.461], [2.286, 5.542, -1.206], [1.296, -2.801, -7.372], [1.473, -3.840, -6.265], [2.962, -4.173, -6.183], [3.831, -2.717, -6.745], [4.517, -3.037, -7.979], [4.506, -2.100, -5.620], [2.380, -1.760, -7.138], [0.298, -2.353, -7.352], [1.436, -3.276, -8.350], [1.136, -3.417, -5.311], [0.877, -4.738, -6.454], [3.266, -4.405, -5.159], [3.224, -5.001, -6.847], [2.570, -1.134, -8.011], [2.146, -1.136, -6.270], [6.041, 0.253, 6.195], [5.783, 0.152, 7.698], [4.588, -0.779, 7.896], [4.589, -1.898, 6.503], [3.404, -1.648, 5.710], [4.952, -3.225, 6.958], [5.989, -1.175, 5.671], [7.004, 0.725, 5.979], [5.255, 0.855, 5.724], [6.666, -0.272, 8.192], [5.597, 1.134, 8.143], [4.674, -1.352, 8.823], [3.644, -0.227, 7.886], [5.850, -1.230, 4.590], [6.881, -1.736, 5.966], [-4.721, 3.549, -4.741], [-5.561, 4.009, -5.931], [-4.689, 3.895, -7.180], [-3.513, 2.590, -6.851], [-2.187, 3.168, -6.799], [-3.828, 1.444, -7.680], [-4.050, 2.258, -5.184], [-5.332, 3.397, -3.846], [-3.962, 4.306, -4.509], [-6.438, 3.357, -6.032], [-5.927, 5.032, -5.796], [-5.281, 3.636, -8.061], [-4.130, 4.816, -7.363], [-3.194, 1.983, -4.564], [-4.768, 1.433, -5.222], [-8.466, 2.866, 2.749], [-7.829, 4.252, 2.835], [-7.151, 4.529, 1.494], [-8.058, 3.592, 0.272], [-7.186, 2.568, -0.263], [-8.795, 4.505, -0.578], [-9.193, 2.827, 1.413], [-9.148, 2.680, 3.584], [-7.684, 2.098, 2.773], [-8.610, 5.001, 3.014], [-7.114, 4.319, 3.660], [-7.186, 5.590, 1.237], [-6.115, 4.178, 1.490], [-9.430, 1.815, 1.082], [-10.101, 3.437, 1.441]], "atomic_forces_ev_per_a": [[0.76, 0.01, -1.04], [1.64, 1.56, 0.75], [-0.54, -3.35, 2.09], [0.81, 0.69, -2.54], [0.86, 0.37, 0.39], [-1.48, 0.52, -2.39], [2.40, -0.38, 1.69], [0.86, 0.31, -1.10], [-1.05, -1.45, 0.56], [0.29, 0.50, -0.09], [0.16, 1.92, 0.14], [-1.10, 1.85, 1.01], [0.24, 1.25, -4.32], [1.16, -2.15, -4.23], [-0.24, -2.22, 2.10], [-0.06, -0.97, -1.30], [-1.67, -0.84, 0.15], [3.47, -0.68, 2.96], [-2.63, 0.93, -3.04], [0.03, -0.26, 0.43], [2.17, -5.94, 0.05], [-0.37, -0.63, 4.07], [-0.55, 0.71, 2.13], [-1.68, 6.92, -2.46], [-0.35, 0.34, 1.66], [0.94, -1.99, 1.41], [-2.43, -1.05, -0.21], [0.99, 0.86, -1.91], [-0.67, 1.80, -0.86], [-2.34, -0.70, 1.11], [-1.89, 1.23, -0.28], [1.10, 1.13, 1.85], [0.99, -2.15, -0.23], [-2.29, -0.55, -0.76], [-0.36, 0.39, 2.56], [0.57, 0.69, 2.15], [-0.61, 2.38, -0.99], [-0.65, -2.41, -0.86], [0.05, 1.13, -2.27], [1.78, 0.78, -1.40], [-0.41, 1.36, 2.00], [0.09, 0.74, -2.95], [0.86, -1.61, -2.17], [-0.01, -1.07, 2.29], [2.32, -0.48, -0.71], [-0.18, -0.70, 2.47], [-0.90, 1.55, 2.37], [0.03, 0.29, -0.09], [-0.13, 0.03, 0.38], [-0.65, 0.40, 0.08], [0.22, -0.37, 0.21], [-0.26, -0.39, 0.00], [0.18, 0.42, -0.40], [0.33, 0.06, 0.45], [0.01, -0.04, -0.15], [-0.20, -0.38, 0.18], [0.02, 0.08, -0.11], [0.04, -0.15, -0.05], [0.21, 0.00, -0.19], [0.11, -0.17, 0.02], [-0.15, -0.04, -0.10], [0.00, 0.02, -0.19], [-0.21, -0.15, 0.14], [-0.30, 0.19, -0.09], [-0.31, 0.52, 0.43], [0.34, -0.02, -0.38], [0.11, 0.38, -0.27], [-0.06, -0.41, 0.50], [-0.38, -0.27, -0.31], [0.14, -0.03, 0.11], [-0.01, 0.03, -0.17], [0.03, -0.10, 0.11], [0.13, 0.00, -0.11], [0.14, -0.26, 0.05], [0.12, -0.03, -0.19], [0.14, 0.14, 0.05], [0.10, -0.06, 0.14], [-0.16, -0.11, -0.20], [-0.34, -0.06, 0.19], [-0.22, -0.63, 0.30], [0.13, 0.18, -0.09], [0.02, 0.17, 0.51], [0.04, -0.51, -0.79], [-0.43, 0.35, -0.14], [0.15, -0.03, -0.04], [-0.03, 0.11, 0.09], [0.07, -0.03, -0.09], [0.11, 0.11, 0.05], [0.14, 0.08, -0.22], [0.09, 0.21, 0.06], [0.17, -0.07, 0.15], [0.11, -0.08, -0.07], [-0.04, 0.28, -0.09], [0.28, 0.20, 0.19], [-0.12, 0.34, 0.62], [0.42, -0.17, -0.10], [0.29, -0.13, 0.19], [-0.49, 0.23, -0.26], [0.39, 0.22, -0.32], [-0.17, -0.07, 0.00], [0.13, -0.09, 0.00], [-0.13, 0.05, -0.07], [0.02, -0.18, -0.04], [-0.16, -0.04, -0.24], [0.09, -0.18, -0.09], [-0.10, -0.16, 0.14], [-0.18, -0.02, -0.02], [0.02, 0.18, 0.19], [-0.36, 0.09, 0.11], [-0.43, 0.52, -0.30], [0.02, -0.28, 0.03], [-0.29, -0.34, -0.23], [0.46, 0.31, 0.10], [-0.05, -0.05, 0.46], [0.09, 0.01, -0.11], [-0.06, -0.12, 0.00], [0.13, 0.09, 0.03], [0.04, -0.17, -0.05], [0.29, -0.01, 0.06], [0.04, -0.23, 0.00], [-0.04, -0.09, -0.19], [0.15, 0.07, -0.04], [0.10, -0.17, 0.20], [-0.08, 0.17, 0.34], [0.43, 0.43, 0.37], [-0.43, 0.26, -0.32], [-0.14, 0.31, -0.11], [0.50, -0.52, 0.04], [-0.34, -0.32, 0.33], [0.10, 0.00, -0.14], [-0.14, 0.05, -0.01], [0.11, -0.11, -0.03], [-0.11, 0.03, -0.15], [0.05, -0.25, -0.16], [-0.17, 0.01, -0.12], [0.06, 0.18, -0.15], [0.15, -0.05, -0.10]], "lowdin_charge": [-0.10, -0.27, -0.22, -0.25, -0.10, -0.91, 0.55, 0.79, -0.45, -0.23, -0.16, -0.07, -0.02, 0.00, -0.07, -0.12, -0.16, -0.04, 0.02, -0.09, 0.05, -0.04, -0.08, 0.05, -0.13, 0.09, 0.08, 0.07, 0.11, 0.12, 0.13, 0.08, 0.08, 0.07, 0.05, 0.07, 0.09, 0.09, 0.09, 0.11, 0.10, 0.11, 0.10, 0.12, 0.12, 0.11, 0.11, -0.24, -0.21, -0.24, 0.66, -0.33, -0.33, -0.22, 0.12, 0.07, 0.12, 0.12, 0.11, 0.10, 0.11, 0.11, -0.24, -0.22, -0.23, 0.67, -0.33, -0.33, -0.23, 0.11, 0.12, 0.12, 0.12, 0.10, 0.11, 0.11, 0.11, -0.22, -0.23, -0.22, 0.69, -0.32, -0.35, -0.23, 0.11, 0.12, 0.10, 0.12, 0.11, 0.11, 0.11, 0.11, -0.22, -0.22, -0.22, 0.68, -0.32, -0.32, -0.23, 0.12, 0.12, 0.12, 0.12, 0.11, 0.11, 0.11, 0.11, -0.23, -0.22, -0.23, 0.66, -0.32, -0.34, -0.26, 0.12, 0.12, 0.12, 0.12, 0.11, 0.11, 0.08, 0.11, -0.23, -0.22, -0.23, 0.67, -0.33, -0.33, -0.24, 0.12, 0.12, 0.12, 0.12, 0.11, 0.10, 0.11, 0.11]}